A:
30
Properties=species:S:1:pos:R:3:lowdin_charge:R:1 method="wB97M-V/def2-TZVPD" homo_lumo_gap_ev=9.613 smiles=CC(C)[C@@H](C)NC[C@@H](C)N
C -1.30 2.01 -0.64 -0.077
C -1.76 0.67 -0.06 -0.369
C -1.62 0.72 1.47 -0.079
C -1.10 -0.65 -0.61 -0.386
C -2.04 -1.34 -1.61 -0.062
N 0.20 -0.59 -1.25 -0.030
C 1.28 0.12 -0.59 -0.200
C 1.71 -0.51 0.74 -0.446
C 2.93 -1.41 0.54 -0.071
N 1.93 0.57 1.70 0.024
H -2.10 2.73 -0.56 0.076
H -1.03 1.92 -1.69 0.074
H -0.45 2.41 -0.09 0.064
H -2.83 0.58 -0.29 0.119
H -0.57 0.79 1.75 0.054
H -2.05 -0.17 1.92 0.076
H -2.15 1.59 1.86 0.079
H -1.00 -1.32 0.24 0.121
H -1.60 -2.28 -1.93 0.076
H -2.19 -0.71 -2.49 0.078
H -3.01 -1.54 -1.16 0.076
H 0.10 -0.21 -2.18 0.106
H 2.12 0.11 -1.28 0.120
H 1.04 1.17 -0.38 0.086
H 0.90 -1.12 1.14 0.123
H 2.70 -2.18 -0.20 0.076
H 3.78 -0.83 0.17 0.073
H 3.22 -1.89 1.47 0.069
H 2.69 1.16 1.38 0.076
H 2.20 0.19 2.60 0.075

---

B:
30
Properties=species:S:1:pos:R:3:lowdin_charge:R:1 method="wB97M-V/def2-TZVPD" homo_lumo_gap_ev=8.657 smiles=CCC(C)(C)C(N)(N)CC
C 2.50 0.37 1.51 -0.144
C 2.13 0.55 0.05 -0.156
C 0.35 0.55 -0.48 -0.398
C 0.48 0.61 -2.00 -0.068
C -0.23 1.85 0.09 -0.055
C -0.20 -0.71 0.11 -0.543
N 0.37 -1.93 -0.31 0.095
N -0.33 -0.81 1.51 0.095
C -1.91 -0.57 -0.68 -0.150
C -2.99 -0.89 0.35 -0.161
H 2.42 -0.67 1.81 0.059
H 1.89 1.00 2.17 0.066
H 3.55 0.66 1.69 0.071
H 2.48 1.53 -0.30 0.082
H 2.64 -0.20 -0.56 0.083
H 1.50 0.70 -2.41 0.075
H -0.01 1.47 -2.46 0.081
H 0.11 -0.21 -2.62 0.076
H -0.58 1.80 1.12 0.073
H -1.09 2.19 -0.50 0.075
H 0.51 2.66 0.05 0.086
H -0.12 -2.71 0.10 0.093
H 0.35 -2.03 -1.32 0.079
H -0.31 0.07 1.99 0.071
H 0.37 -1.43 1.90 0.083
H -2.17 0.36 -1.18 0.072
H -1.91 -1.33 -1.47 0.075
H -3.98 -0.97 -0.12 0.064
H -3.05 -0.10 1.11 0.063
H -2.79 -1.83 0.87 0.060

---

Verdict on stability: B comes out at the bottom.

---

A:
60
Properties=species:S:1:pos:R:3:lowdin_charge:R:1 method="wB97M-V/def2-TZVPD" homo_lumo_gap_ev=10.125 smiles=CC(C)O.CC(C)O.CC(C)O.CC(C)O.CC(C)O
C 1.57 4.56 -0.89 -0.059
C 1.31 4.61 0.54 -0.604
C -0.16 4.72 0.83 -0.050
O 1.73 3.47 1.11 -0.020
H 2.62 4.34 -1.07 0.093
H 1.21 5.44 -1.41 0.092
H 0.99 3.77 -1.37 0.070
H 1.82 5.47 0.98 0.143
H -0.25 4.91 1.90 0.080
H -0.78 3.84 0.65 0.071
H -0.57 5.54 0.25 0.082
H 1.69 3.50 2.07 0.107
C 0.82 -4.71 2.45 -0.046
C 1.23 -3.57 3.45 -0.489
C -0.04 -3.06 4.13 -0.067
O 2.05 -4.19 4.40 -0.050
H 0.53 -4.20 1.53 0.052
H -0.04 -5.34 2.67 0.078
H 1.69 -5.31 2.18 0.076
H 1.80 -2.83 2.89 0.124
H 0.12 -2.35 4.94 0.068
H -0.52 -3.90 4.64 0.081
H -0.76 -2.58 3.47 0.070
H 2.42 -3.49 4.94 0.088
C -4.20 2.94 -1.71 -0.042
C -3.29 2.65 -2.95 -0.475
C -1.85 2.21 -2.70 -0.042
O -3.92 1.74 -3.80 -0.050
H -4.69 2.05 -1.31 0.072
H -5.04 3.58 -1.99 0.070
H -3.60 3.43 -0.94 0.064
H -3.32 3.58 -3.53 0.132
H -1.45 1.80 -3.62 0.087
H -1.78 1.40 -1.97 0.047
H -1.16 3.01 -2.43 0.073
H -3.73 0.84 -3.52 0.089
C 2.54 -2.24 -1.88 -0.064
C 1.48 -3.35 -1.98 -0.465
C 2.05 -4.77 -1.93 -0.044
O 0.59 -3.23 -0.87 -0.078
H 2.27 -1.21 -2.07 0.065
H 3.39 -2.38 -2.55 0.067
H 3.09 -2.25 -0.94 0.080
H 0.85 -3.19 -2.86 0.128
H 2.09 -5.22 -0.94 0.076
H 3.03 -4.89 -2.39 0.073
H 1.39 -5.39 -2.53 0.072
H 0.34 -2.31 -0.73 0.032
C -1.82 0.46 0.82 -0.025
C -0.38 0.40 0.22 -0.437
C 0.77 -0.05 1.16 -0.034
O -0.38 -0.54 -0.83 -0.077
H -2.40 1.19 0.26 0.049
H -1.78 0.88 1.82 0.071
H -2.30 -0.51 0.96 0.083
H -0.11 1.37 -0.20 0.113
H 1.75 -0.03 0.68 0.079
H 0.63 -1.05 1.55 0.060
H 0.89 0.53 2.08 0.072
H -0.42 -0.12 -1.69 0.085

---

B:
60
Properties=species:S:1:pos:R:3:lowdin_charge:R:1 method="wB97M-V/def2-TZVPD" homo_lumo_gap_ev=9.514 smiles=CC(C)O.CC(C)O.CC(C)O.CC(C)O.CC(C)O
C -1.21 0.78 2.40 -0.086
C -1.53 1.49 3.72 -0.428
C -2.84 2.36 3.63 -0.037
O -1.88 0.44 4.62 -0.060
H -2.07 0.26 1.96 0.094
H -0.41 0.04 2.31 0.080
H -0.88 1.52 1.67 0.004
H -0.70 2.12 4.04 0.132
H -3.77 1.81 3.76 0.086
H -2.79 2.84 2.65 0.069
H -2.65 3.12 4.39 0.073
H -2.41 0.88 5.27 0.074
C -3.58 -0.75 -1.79 -0.031
C -2.66 -0.66 -2.99 -0.480
C -1.74 -1.88 -3.16 -0.068
O -3.41 -0.56 -4.19 -0.055
H -2.95 -0.70 -0.90 0.071
H -4.01 -1.75 -1.83 0.085
H -4.40 -0.03 -1.84 0.085
H -1.94 0.16 -2.97 0.110
H -1.12 -2.02 -2.27 0.000
H -1.08 -1.78 -4.02 0.102
H -2.24 -2.85 -3.19 0.093
H -2.90 -0.69 -4.99 0.081
C 4.65 1.46 1.77 -0.064
C 4.99 1.41 0.29 -0.426
C 3.69 1.48 -0.62 -0.070
O 5.64 2.68 0.03 -0.074
H 3.87 0.78 2.08 0.079
H 4.33 2.48 1.98 0.085
H 5.59 1.34 2.32 0.074
H 5.58 0.55 -0.02 0.132
H 3.05 2.35 -0.45 0.082
H 3.26 0.48 -0.74 0.080
H 4.08 1.59 -1.63 0.079
H 6.42 2.69 0.60 0.079
C 1.04 -4.11 0.21 -0.051
C -0.09 -3.40 -0.62 -0.367
C 0.35 -1.93 -1.12 -0.065
O -0.52 -4.16 -1.79 -0.084
H 1.96 -3.99 -0.35 0.074
H 0.72 -5.14 0.37 0.068
H 1.13 -3.71 1.22 0.072
H -1.00 -3.36 -0.01 0.126
H -0.28 -1.43 -1.86 -0.007
H 1.35 -1.97 -1.55 0.101
H 0.34 -1.30 -0.24 0.083
H -0.66 -5.09 -1.61 0.079
C -1.60 1.85 -0.31 -0.063
C -0.21 1.35 -0.84 -0.302
C 0.82 1.27 0.33 -0.057
O -0.44 -0.01 -1.34 -0.219
H -2.34 1.71 -1.10 0.071
H -1.40 2.88 0.00 0.090
H -2.10 1.33 0.51 0.035
H 0.00 2.01 -1.69 0.140
H 0.52 2.04 1.04 0.074
H 1.87 1.37 0.08 0.000
H 0.70 0.41 0.99 0.058
H -0.11 -0.11 -2.23 0.092

---

Verdict on stability: B comes out at the bottom.

---

A:
9
Properties=species:S:1:pos:R:3:lowdin_charge:R:1 method="wB97M-V/def2-TZVPD" homo_lumo_gap_ev="7.779 / 8.746"
C 1.22 0.35 -0.90 -0.461
N -1.22 -0.60 1.42 -0.212
O -1.84 1.34 -0.10 -0.503
F 1.35 -0.98 -0.71 0.050
F 2.54 0.80 -0.80 0.031
F 0.84 0.59 -2.16 0.090
S -0.78 0.95 0.81 0.928
H -0.52 -1.28 1.73 0.059
H -1.58 -1.17 0.70 0.019

---

B:
9
Properties=species:S:1:pos:R:3:lowdin_charge:R:1 method="wB97M-V/def2-TZVPD" homo_lumo_gap_ev=10.242 smiles="N#S(=O)C(F)F.F"
N 0.48 0.81 0.79 -0.261
S -0.56 0.10 0.07 0.810
O -1.90 0.58 -0.08 -0.377
C -0.56 -1.64 -0.92 -0.387
F 0.17 -2.52 -0.24 0.106
F -0.01 -1.34 -2.09 0.091
H -1.52 -1.88 -1.00 0.094
F 2.29 3.19 1.99 -0.149
H 1.60 2.70 1.48 0.072

---

Verdict on stability: B comes out at the bottom.

---

A:
10
Properties=species:S:1:pos:R:3:lowdin_charge:R:1 method="wB97M-V/def2-TZVPD" homo_lumo_gap_ev=7.291 smiles="O=CCOC1=PO1"
O 0.24 1.77 -0.22 0.035
C 1.08 0.92 -0.29 -0.223
C 0.89 -0.34 0.48 -0.088
O -0.22 -1.13 -0.16 -0.003
C -1.41 -0.55 -0.28 -0.813
P -2.50 0.69 -0.15 0.967
O -2.56 -1.17 -0.52 -0.256
H 1.85 0.96 -0.97 0.100
H 1.86 -1.00 0.60 0.165
H 0.77 -0.14 1.52 0.115

---

B:
10
Properties=species:S:1:pos:R:3:lowdin_charge:R:1 method="wB97M-V/def2-TZVPD" homo_lumo_gap_ev="4.659 / 4.665"
C 0.15 0.56 -0.10 -0.466
C -1.56 -0.58 0.11 -0.194
C -1.27 0.87 -0.12 -0.016
O 1.37 0.96 -0.12 -0.239
O 3.69 -1.11 0.09 -0.449
O -0.13 -0.81 -0.02 -0.072
P 3.57 0.32 -0.15 1.145
H -2.06 -0.76 1.04 0.094
H -1.99 -1.26 -0.71 0.135
H -1.79 1.81 -0.02 0.062

---

Verdict on stability: A comes out at the bottom.